{
  "formula": "C35H70BBr10F2N4O5P",
  "method": "ωB97M-V/def2-TZVPD",
  "symbols": ["C", "C", "C", "C", "N", "C", "C", "N", "C", "C", "O", "C", "C", "O", "C", "C", "C", "O", "F", "O", "C", "C", "C", "C", "C", "N", "B", "N", "O", "P", "C", "C", "C", "C", "C", "F", "C", "C", "H", "H", "H", "H", "H", "H", "H", "H", "H", "H", "H", "H", "H", "H", "H", "H", "H", "H", "H", "H", "H", "H", "H", "H", "H", "H", "H", "H", "H", "H", "H", "H", "H", "H", "H", "H", "H", "H", "H", "H", "H", "H", "H", "H", "H", "H", "H", "H", "H", "H", "Br", "C", "C", "Br", "H", "H", "H", "H", "Br", "C", "C", "Br", "H", "H", "H", "H", "Br", "C", "C", "Br", "H", "H", "H", "H", "Br", "C", "C", "Br", "H", "H", "H", "H", "Br", "C", "C", "Br", "H", "H", "H", "H"],
  "xyz": [[0.4564, 3.0679, 2.2845], [1.2936, 2.0644, 1.9732], [0.9782, 0.8119, 1.1250], [-0.2886, 1.2141, 0.3366], [0.7696, -0.2631, 2.0700], [0.8374, -0.0879, 3.5006], [-0.4237, 0.5208, 4.1921], [-1.6408, 0.3100, 3.3987], [0.5268, -1.6130, 1.6263], [-0.8862, -1.9370, 1.1269], [-0.7847, -3.1013, 0.2695], [-1.9847, -3.5544, -0.1280], [-2.2478, -3.5256, -1.6078], [-2.7915, -4.0032, 0.6511], [2.2220, 0.6866, 0.1070], [1.8619, 0.1920, -1.3058], [1.2184, -1.1436, -1.5521], [1.6891, -2.2216, -1.5133], [-0.0592, -1.0371, -2.0208], [2.6698, 2.0494, -0.0051], [3.1661, 2.7234, -1.1440], [3.7805, 4.0539, -0.5591], [2.8866, 4.7384, 0.4828], [3.2182, 6.2363, 0.6164], [2.1375, 6.9765, 1.4075], [1.3326, 7.8393, 0.5058], [4.4157, 2.2002, -1.9656], [5.0960, 3.1284, -2.9234], [4.8680, 0.9147, -1.8501], [1.9012, 3.2008, -2.4467], [1.4903, 4.9808, -2.6211], [0.0364, 5.2528, -2.1423], [2.1973, 2.3898, -4.0746], [0.8274, 2.2124, -4.7809], [3.3518, -0.1752, 0.7493], [3.8297, -1.1282, -0.1651], [4.5561, 0.5547, 1.3419], [4.5789, 0.5217, 2.8899], [0.4422, 3.4720, 3.2923], [-0.1751, 3.5440, 1.5419], [2.2846, 2.1062, 2.4225], [-0.5709, 0.4748, -0.4110], [-1.1331, 1.2963, 1.0136], [-0.1188, 2.1410, -0.2129], [1.7490, 0.3869, 3.8761], [0.9085, -1.0815, 3.9520], [-0.2883, 1.5720, 4.4374], [-0.5429, 0.0236, 5.1631], [-2.1871, 1.1610, 3.4253], [-2.2219, -0.4426, 3.7534], [0.6835, -2.3241, 2.4385], [1.2906, -1.9356, 0.9086], [-1.4287, -1.1202, 0.6590], [-1.4779, -2.2515, 1.9866], [-1.4696, -4.0577, -2.1531], [-3.1958, -4.0177, -1.7958], [-2.3325, -2.4987, -1.9603], [1.2118, 0.9168, -1.7952], [2.7629, 0.1408, -1.9162], [4.7307, 3.7691, -0.0893], [4.0138, 4.7495, -1.3591], [3.1004, 4.2930, 1.4538], [1.8353, 4.5974, 0.2250], [3.3181, 6.6739, -0.3781], [4.1829, 6.3195, 1.1218], [2.5686, 7.6212, 2.1729], [1.4689, 6.2667, 1.9060], [0.8309, 8.5306, 1.0522], [0.6096, 7.2606, 0.0915], [6.0794, 3.1499, -2.6543], [5.0863, 2.7440, -3.8645], [5.5644, 0.7229, -2.4874], [1.5034, 5.2072, -3.6911], [2.1724, 5.6960, -2.1632], [-0.0438, 6.1993, -1.6098], [-0.3563, 4.4134, -1.5721], [-0.6106, 5.3469, -3.0168], [2.6352, 1.3977, -3.9789], [2.7998, 3.0259, -4.7298], [0.5159, 3.1074, -5.3143], [0.0724, 1.8738, -4.0756], [0.9442, 1.4042, -5.5074], [2.9495, -0.7905, 1.5523], [4.7155, 1.5876, 1.0433], [5.4389, -0.0069, 1.0347], [4.3286, -0.4633, 3.2796], [3.9590, 1.3102, 3.3138], [5.6037, 0.7439, 3.1962], [-2.7362, -8.7162, 3.6740], [-3.0029, -7.7577, 2.0014], [-3.3231, -6.3096, 2.2299], [-5.1601, -6.0220, 2.8115], [-3.7764, -8.2904, 1.4574], [-2.0593, -7.8426, 1.4679], [-3.2349, -5.7491, 1.3022], [-2.6895, -5.8543, 2.9848], [-7.4815, -2.5758, 1.7033], [-7.0525, -2.6174, -0.1943], [-5.5683, -2.7279, -0.4241], [-4.6631, -1.0353, -0.1079], [-7.4854, -1.7233, -0.6316], [-7.5599, -3.4961, -0.5864], [-5.3676, -2.9742, -1.4624], [-5.0940, -3.4574, 0.2201], [-5.7510, -0.3624, 5.7346], [-5.9695, -1.6222, 4.2638], [-5.1142, -2.8458, 4.4419], [-3.2484, -2.4857, 4.0277], [-5.7389, -1.0813, 3.3514], [-7.0228, -1.8938, 4.2680], [-5.3967, -3.6205, 3.7340], [-5.1416, -3.2408, 5.4524], [0.4900, -6.4597, 1.5330], [1.9039, -7.4196, 0.6090], [1.3433, -8.3939, -0.3915], [0.6145, -9.9759, 0.4747], [2.5079, -7.8981, 1.3729], [2.4941, -6.6564, 0.1062], [2.1282, -8.7564, -1.0515], [0.5412, -7.9650, -0.9832], [-1.3454, 2.0968, -8.0130], [-2.7932, 0.8733, -7.5781], [-3.4113, 1.1866, -6.2421], [-2.2906, 0.5966, -4.7654], [-2.3798, -0.1290, -7.6207], [-3.5251, 0.9993, -8.3729], [-4.3489, 0.6476, -6.1250], [-3.5849, 2.2481, -6.0986]],
  "smiles": "C=C[C@](C)(N(CCN)CCOC(C)=O)[C@@](CC(=O)F)(O[C@@](CCCCN)(B(N)O)P(CC)CC)[C@@H](F)CC.BrCCBr.BrCCBr.BrCCBr.BrCCBr.BrCCBr"
}

---

{
  "formula": "C35H70BN4O13PS2Si",
  "method": "ωB97M-V/def2-TZVPD",
  "symbols": ["C", "B", "O", "C", "C", "C", "C", "C", "N", "C", "N", "N", "O", "S", "O", "O", "C", "C", "C", "C", "C", "C", "C", "N", "C", "C", "O", "C", "C", "O", "C", "S", "P", "O", "C", "Si", "C", "C", "C", "H", "H", "H", "H", "H", "H", "H", "H", "H", "H", "H", "H", "H", "H", "H", "H", "H", "H", "H", "H", "H", "H", "H", "H", "H", "H", "H", "H", "H", "H", "H", "H", "H", "H", "H", "H", "H", "H", "H", "H", "C", "O", "C", "C", "O", "C", "H", "H", "H", "H", "H", "H", "H", "H", "H", "H", "C", "O", "C", "C", "O", "C", "H", "H", "H", "H", "H", "H", "H", "H", "H", "H", "C", "O", "C", "C", "O", "C", "H", "H", "H", "H", "H", "H", "H", "H", "H", "H"],
  "xyz": [[-3.0560, 1.5704, -0.1292], [-2.3090, 2.5459, -1.1776], [-2.0861, 3.9168, -0.7223], [-1.8853, 2.0935, -2.7447], [-2.9994, 2.9800, -3.4946], [-3.4595, 2.6495, -4.9699], [-4.5928, 1.4671, -4.9612], [-6.1049, 2.0729, -5.0768], [-6.8227, 2.0901, -3.7471], [-7.3755, 0.7539, -3.5216], [-6.9767, -0.0584, -2.5469], [-8.4755, 0.2881, -4.4056], [-2.3433, 0.7440, -2.7525], [-1.8107, -0.3722, -3.8388], [-1.4597, 0.2726, -5.1908], [-0.3146, -0.9368, -3.3312], [0.4529, -0.1568, -2.3722], [1.7898, -1.1224, -2.3509], [2.7851, -1.2469, -1.1819], [4.0305, -2.1743, -1.1795], [4.3687, -3.0747, -2.3932], [3.3667, -3.0269, -3.5705], [2.1287, -2.0936, -3.5472], [-0.1887, -0.3102, -1.0886], [0.2014, 0.2816, 0.1359], [0.4694, -0.7243, 1.3976], [0.3256, 1.4950, 0.4850], [-0.9110, -1.5683, -0.8150], [-0.3590, -3.0601, -0.8277], [-2.1532, -1.4583, -0.5823], [0.7767, 1.2897, -3.0034], [2.2764, 1.8908, -1.9812], [1.5974, 1.0087, -4.6891], [3.1327, 0.7006, -4.6067], [-0.3293, 2.4579, -2.8733], [0.0371, 4.0610, -3.9454], [-0.4975, 3.9331, -5.7720], [-0.6866, 5.6585, -3.0953], [1.9151, 4.5034, -4.0821], [-2.3860, 1.0453, 0.6277], [-3.7599, 2.2479, 0.4974], [-3.7527, 0.7878, -0.6024], [-1.8253, 3.8801, 0.2260], [-3.9769, 2.7086, -2.9091], [-2.9428, 4.1134, -3.2698], [-4.0394, 3.5762, -5.3589], [-2.7043, 2.3995, -5.7633], [-4.4141, 0.8248, -5.8862], [-4.5861, 0.8567, -3.9961], [-6.6528, 1.4283, -5.8404], [-6.1287, 3.1468, -5.4594], [-6.1983, 2.3858, -2.9863], [-7.5315, -0.9256, -2.6226], [-9.3152, 0.0211, -3.8739], [-8.0877, -0.5308, -4.9093], [2.6640, -0.6092, -0.2503], [4.7517, -2.2008, -0.2832], [5.3154, -3.7272, -2.3879], [3.5681, -3.6822, -4.4891], [1.4877, -2.1412, -4.5029], [1.0462, -1.6588, 1.0965], [-0.5302, -0.9555, 1.9324], [1.1111, -0.2004, 2.2043], [-0.9571, -3.6981, -0.0900], [-0.5399, -3.5237, -1.8663], [0.7339, -3.1185, -0.5150], [3.2068, 2.4789, -2.8009], [1.0805, -0.1831, -5.3417], [1.4755, 2.0339, -5.6617], [-0.0417, 2.9161, -1.8364], [0.2855, 4.3633, -6.4995], [-1.5243, 4.4064, -6.0066], [-0.6154, 2.8126, -6.0199], [-0.0280, 6.5501, -3.4351], [-0.5732, 5.6138, -1.9604], [-1.7390, 5.9103, -3.4580], [2.0110, 5.5437, -4.5498], [2.4449, 4.5552, -3.0684], [2.4950, 3.7515, -4.7440], [1.9812, 1.0075, 5.9781], [2.1597, 1.2986, 4.5987], [1.2485, 2.2878, 4.1266], [1.9201, 3.6517, 4.0028], [2.2800, 4.1711, 5.2827], [3.6636, 4.0072, 5.5615], [2.8383, 0.4236, 6.3177], [1.9160, 1.9149, 6.5837], [1.0742, 0.4119, 6.1124], [0.3638, 2.3443, 4.7700], [0.9189, 1.9695, 3.1334], [1.2074, 4.3555, 3.5633], [2.7933, 3.6001, 3.3436], [4.2474, 4.7252, 4.9757], [4.0059, 2.9911, 5.3480], [3.8234, 4.2145, 6.6223], [5.9328, -7.8502, 2.1755], [6.6587, -6.7532, 2.7144], [7.1723, -5.8922, 1.7014], [6.3207, -4.6348, 1.5567], [5.0216, -4.9432, 1.0526], [4.0368, -4.9584, 2.0768], [5.3868, -8.3304, 2.9890], [5.2162, -7.5298, 1.4151], [6.6285, -8.5736, 1.7425], [7.2572, -6.4194, 0.7452], [8.1792, -5.5988, 2.0113], [6.7954, -3.9712, 0.8276], [6.2518, -4.0963, 2.5080], [3.8034, -3.9326, 2.3820], [4.3596, -5.5381, 2.9456], [3.1304, -5.4133, 1.6698], [-1.7982, -1.9091, 5.0515], [-1.6699, -1.0031, 6.1383], [-2.9330, -0.6273, 6.6829], [-3.2273, -1.3813, 7.9760], [-3.4125, -2.7750, 7.7329], [-2.2620, -3.5387, 8.0686], [-0.8124, -2.3239, 4.8342], [-2.4791, -2.7316, 5.2839], [-2.1576, -1.3720, 4.1696], [-3.7347, -0.7764, 5.9518], [-2.8796, 0.4419, 6.9061], [-4.1641, -1.0047, 8.3967], [-2.4355, -1.2164, 8.7147], [-2.1761, -3.6205, 9.1573], [-1.3477, -3.1025, 7.6575], [-2.3876, -4.5421, 7.6548]],
  "e_above_lowest_ev": 0.000
}

---

no.,DFT total energy (hartree),E_HOMO (hartree)
1,-28276.84712,-0.270
2,-4024.38342,-0.317